The molecule C2H3BrO in a non-equilibrium geometry, computed with the ωB97M-V functional and the def2-TZVPD basis.

```
7
Properties=species:S:1:pos:R:3:forces:R:3
C 0.263 0.339 0.193 -1.7836 -1.5335 -1.7317
C -0.947 -0.105 -0.132 -1.0750 -2.6433 0.8097
O -2.065 0.706 -0.147 -0.1822 -0.4570 -0.0230
Br -3.767 -0.068 0.022 1.3214 0.1972 -0.0538
H 0.956 -0.349 -0.244 1.1594 0.0821 0.6097
H 0.306 1.364 0.217 1.0889 2.3698 0.5545
H -1.046 -1.244 -0.278 -0.5289 1.9848 -0.1654
```
Forces are in eV/Å.

## Properties
* orbital gap: 0.3108 Eh
* electronic energy: -74209.5153 eV
* LUMO energy: -1.01 eV
* net charge: 0
* ΔE to the lowest compared entry with this formula, charge and spin: 279.6 kJ/mol
* SMILES: C=COBr
* molecular weight: 122.95 Da
* spin multiplicity: 1

Taken from the natural (NBO) analysis, the atomic charges in e are: C -0.509; C 0.157; O -0.571; Br 0.314; H 0.221; H 0.207; H 0.180